# 1
Here is a 8-piece molecular cluster, C10H36O10S overall in a non-equilibrium geometry from the Open Molecules 2025 dataset. Energies are from ωB97M-V with the def2-TZVPD basis set.

Properties
SMILES: CCOS(C)(=O)=O.CO.CO.CO.CO.CO.CO.CO
Relative energy (zero: lowest compared OMol25 entry of this formula, charge and spin) (eV): 3.310
Orbital gap (eV): 10.246
HOMO (eV): -10.20
Total charge: 0
F_max (eV/A): 3.7

Each line ends with the Mulliken charge.
Positions of all 57 atoms, in Å:
C: 5.470 2.499 4.805  -1.034
C: 5.084 1.869 6.037  -0.277
O: 5.548 2.554 7.198  -0.329
S: 4.650 3.863 7.682  1.059
C: 5.690 5.329 6.982  -0.845
O: 3.330 3.828 7.063  -0.556
O: 4.763 3.874 9.168  -0.602
H: 6.529 2.754 4.844  0.276
H: 4.798 3.310 4.524  0.261
H: 5.302 1.829 3.961  0.402
H: 4.017 1.653 6.089  0.304
H: 5.461 0.846 6.026  0.365
H: 5.631 5.204 5.901  0.276
H: 6.725 5.197 7.298  0.334
H: 5.136 6.149 7.438  0.363
C: 1.894 5.903 1.443  -0.360
O: 1.528 7.249 1.364  -0.541
H: 1.608 5.802 2.491  0.192
H: 1.340 5.360 0.677  0.232
H: 2.940 5.788 1.158  0.169
H: 0.612 7.418 1.596  0.309
C: -2.339 9.150 -3.440  -0.531
O: -2.864 10.448 -3.634  -0.487
H: -1.597 8.987 -4.222  0.226
H: -1.671 9.008 -2.590  0.255
H: -3.111 8.414 -3.660  0.227
H: -2.943 10.761 -2.730  0.311
C: -3.753 3.921 -0.055  -0.487
O: -2.635 2.950 0.018  -0.509
H: -3.371 4.563 -0.849  0.203
H: -4.792 3.616 -0.179  0.245
H: -3.748 4.559 0.829  0.242
H: -2.378 2.791 0.930  0.304
C: 5.761 9.946 4.188  -0.509
O: 4.467 9.325 4.191  -0.471
H: 6.517 9.167 4.286  0.216
H: 5.848 10.474 3.239  0.259
H: 5.705 10.752 4.920  0.216
H: 4.342 8.833 3.375  0.287
C: -0.474 -0.027 5.247  -0.623
O: -0.469 1.351 4.977  -0.470
H: -0.150 -0.220 6.269  0.248
H: -1.543 -0.239 5.215  0.267
H: 0.199 -0.773 4.825  0.274
H: 0.107 1.775 5.617  0.304
C: 8.800 4.042 0.349  -0.467
O: 9.469 3.749 1.546  -0.492
H: 7.714 3.958 0.391  0.216
H: 9.119 5.051 0.087  0.213
H: 9.107 3.415 -0.489  0.246
H: 9.259 2.862 1.847  0.285
C: -0.277 8.205 6.935  -0.516
O: -1.406 8.437 7.700  -0.498
H: -0.064 9.162 6.459  0.268
H: 0.656 7.879 7.393  0.235
H: -0.533 7.579 6.080  0.211
H: -1.090 8.981 8.425  0.303

# 2
Here is C15H20N2O2Zr as an isolated structure in a non-equilibrium geometry from the Open Molecules 2025 dataset. Energies are from ωB97M-V with the def2-TZVPD basis set.

Properties
Relative energy (zero: lowest compared OMol25 entry of this formula, charge and spin) (eV): 0.000
Orbital gap (eV): 8.163
HOMO (eV): -16.41
Total charge: +2
F_max (eV/A): 1.8

Each line ends with the Mulliken charge.
Positions of all 40 atoms, in Å:
C: -4.676 0.088 0.448  -0.811
C: -4.707 1.389 -0.359  -0.823
H: -4.797 -0.782 -0.203  0.231
H: -5.551 0.090 1.107  0.325
H: -3.805 -0.070 1.083  0.213
H: -3.893 1.538 -1.062  0.279
H: -5.632 1.405 -0.942  0.349
H: -4.755 2.265 0.292  0.289
C: 0.503 -2.844 -0.056  0.180
C: 1.375 -3.908 -0.261  -0.771
C: 2.558 -3.706 -0.976  -0.451
C: 2.849 -2.446 -1.493  -0.719
H: -0.451 -2.917 0.471  0.470
H: 1.129 -4.893 0.147  0.425
H: 3.264 -4.521 -1.126  0.468
H: 3.773 -2.239 -2.028  0.350
N: 0.807 -1.608 -0.547  -0.314
C: 1.965 -1.387 -1.254  1.048
C: 2.234 0.006 -1.629  0.571
N: 1.464 0.981 -1.021  0.105
C: 1.692 2.290 -1.300  -0.119
C: 3.498 1.718 -2.786  -0.455
C: 2.691 2.688 -2.183  -0.757
H: 1.033 3.005 -0.801  0.461
H: 2.831 3.749 -2.390  0.420
C: 3.267 0.377 -2.502  -0.677
H: 3.871 -0.423 -2.940  0.363
H: 4.303 2.004 -3.466  0.459
Zr: -0.011 0.167 0.451  1.234
C: -1.570 1.380 -0.378  -1.267
H: -1.628 1.297 -1.476  0.527
H: -1.510 2.444 -0.093  0.456
H: -2.485 0.950 0.057  0.081
C: 1.693 0.216 4.191  -1.023
C: 1.190 0.220 2.782  1.259
O: 1.924 -0.013 1.770  -0.630
O: -0.083 0.445 2.552  -0.742
H: 2.624 -0.359 4.243  0.342
H: 0.932 -0.234 4.842  0.343
H: 1.884 1.250 4.508  0.310

# 3
Here is C22H33N5Si2TeZn as an isolated structure in a non-equilibrium geometry from the Open Molecules 2025 dataset. Energies are from ωB97M-V with the def2-TZVPD basis set.

Properties
Relative energy (zero: lowest compared OMol25 entry of this formula, charge and spin) (eV): 0.000
Orbital gap (eV): 7.012
HOMO (eV): -13.96
Total charge: +2
F_max (eV/A): 3.4

Each line ends with the Mulliken charge.
Positions of all 64 atoms, in Å:
Zn: -0.981 0.985 -1.042  0.209
N: -2.084 0.997 3.165  0.015
C: -1.448 1.251 2.031  -0.349
N: -1.941 0.957 0.856  -0.706
C: -3.187 0.417 0.764  0.782
N: -3.830 0.311 -0.384  -0.934
N: -3.028 0.756 -1.362  0.783
C: -3.358 1.120 -2.573  -0.475
C: -2.405 1.836 -3.377  0.664
C: -2.552 1.943 -4.767  -0.690
C: -1.512 2.513 -5.481  -0.213
C: -0.366 2.960 -4.813  -0.814
C: -0.316 2.849 -3.427  -0.236
N: -1.184 2.062 -2.788  0.223
C: -3.880 0.044 1.970  0.794
C: -4.970 -0.823 1.953  -0.479
C: -5.735 -1.073 3.073  -0.778
C: -5.288 -0.497 4.303  -0.370
C: -4.081 0.170 4.359  -0.905
C: -3.345 0.401 3.205  0.333
H: -1.606 1.132 4.045  0.275
H: -0.534 1.801 2.062  0.616
H: -4.365 1.006 -3.022  0.389
H: -3.535 1.754 -5.182  0.390
H: -1.597 2.801 -6.529  0.411
H: 0.352 3.598 -5.303  0.416
H: 0.494 3.299 -2.871  0.554
H: -5.114 -1.365 1.035  0.444
H: -6.719 -1.528 2.975  0.415
H: -5.953 -0.508 5.155  0.418
H: -3.818 0.616 5.318  0.370
C: 1.873 -4.042 -1.555  -1.305
Si: 0.813 -2.445 -1.544  0.504
C: -0.596 -2.677 -2.755  -0.883
C: 0.062 -2.280 0.230  -0.536
C: 1.922 -0.884 -1.987  -0.971
Te: 1.722 0.854 -0.813  0.151
C: 2.642 0.202 1.201  -0.472
Si: 4.468 0.573 1.787  0.565
C: 5.840 0.547 0.491  -1.101
C: 4.470 2.257 2.644  -1.096
C: 4.911 -0.603 3.228  -1.098
H: 1.795 -4.620 -0.678  0.395
H: 2.949 -3.940 -1.799  0.371
H: 1.595 -4.621 -2.423  0.380
H: -0.270 -3.006 -3.737  0.357
H: -1.253 -1.823 -2.817  0.153
H: -1.248 -3.522 -2.404  0.289
H: -0.428 -3.196 0.520  0.422
H: -0.560 -1.353 0.229  -0.257
H: 0.839 -2.145 0.968  0.310
H: 1.760 -0.578 -3.030  0.523
H: 2.969 -1.200 -1.880  0.425
H: 2.618 -0.895 1.109  0.114
H: 2.069 0.527 2.096  0.300
H: 6.623 -0.145 0.659  0.387
H: 6.305 1.530 0.414  0.363
H: 5.423 0.307 -0.545  0.224
H: 3.765 3.028 2.219  0.297
H: 5.505 2.627 2.534  0.333
H: 4.283 2.140 3.720  0.316
H: 5.231 -1.553 2.885  0.382
H: 4.036 -0.744 3.907  0.294
H: 5.755 -0.108 3.775  0.312

Among the records above, which one has the lowest HOMO? C15H20N2O2Zr

What is the total charge in the first record? 0

Which value of relative energy (zero: lowest compared OMol25 entry of this formula, charge and spin) does entry 3 give? 0.000 eV

F_max of number 1 (C10H36O10S)? 3.7 eV/A